# 1
DFT (ωB97M-V/def2-TZVPD) results for CH3BrO3P as an isolated structure in a non-equilibrium geometry.

As for the frontier orbital gap: 7.73 eV. Its total charge is -1. The calculation puts the energy above the lowest of the compared OMol25 structures with the same formula, charge and spin at 2.368 eV. The calculation puts the LUMO energy at 3.291 eV.

CARTESIAN COORDINATES (ANGSTROEM)
C (-0.38, 0.70, -0.97)
O (-0.27, 0.60, 2.10)
O (2.00, 0.09, 0.41)
O (-0.16, -1.47, 0.21)
P (0.51, 0.11, 0.51)
Br (-0.09, -2.50, 1.75)
H (-0.23, 1.72, -0.82)
H (0.12, 0.37, -2.02)
H (-1.49, 0.39, -1.17)

These are the natural (NBO) partial charges, in e, on atoms 1 to 2:
1. C -1.02
2. O -1.12


# 2
DFT (ωB97M-V/def2-TZVPD) results for C17H30FN3O6S in the gas phase.

As for the frontier orbital gap: 9.92 eV. The calculation puts the energy above the lowest of the compared OMol25 structures with the same formula, charge and spin at 0.136 eV. As for the SMILES: C[C@@H](CC(=O)N1CC(F)(C(=O)N(CCS(=O)(=O)O)CC(N)=O)C1)CC(C)(C)C. The calculation puts the LUMO energy at 0.171 eV.

CARTESIAN COORDINATES (ANGSTROEM)
C (3.69, -3.65, 3.18)
C (4.05, -2.42, 2.35)
C (3.86, -2.74, 0.87)
C (4.38, -1.61, 0.01)
O (5.53, -1.23, 0.06)
N (3.49, -1.01, -0.84)
C (2.03, -0.93, -0.78)
C (2.15, 0.56, -1.19)
F (1.48, 0.89, -2.36)
C (1.78, 1.52, -0.06)
O (2.66, 1.95, 0.68)
N (0.47, 1.81, 0.14)
C (0.16, 2.71, 1.25)
C (0.61, 4.14, 0.98)
S (0.30, 5.16, 2.39)
O (0.81, 6.47, 2.13)
O (-1.03, 4.95, 2.83)
O (1.24, 4.49, 3.50)
C (-0.62, 1.25, -0.63)
C (-1.12, 2.20, -1.71)
N (-1.90, 1.62, -2.65)
O (-0.89, 3.39, -1.68)
C (3.65, 0.34, -1.38)
C (3.24, -1.18, 2.77)
C (3.91, -0.21, 3.75)
C (4.40, -0.92, 5.02)
C (2.87, 0.85, 4.15)
C (5.09, 0.50, 3.07)
H (2.65, -3.93, 3.01)
H (4.32, -4.51, 2.91)
H (3.81, -3.47, 4.25)
H (5.12, -2.21, 2.49)
H (4.44, -3.63, 0.60)
H (2.81, -2.97, 0.66)
H (1.53, -1.53, -1.55)
H (1.58, -1.11, 0.19)
H (-0.92, 2.69, 1.41)
H (0.65, 2.33, 2.15)
H (1.67, 4.19, 0.77)
H (0.05, 4.58, 0.16)
H (2.09, 4.95, 3.51)
H (-0.33, 0.29, -1.06)
H (-1.45, 1.05, 0.05)
H (-1.93, 0.62, -2.77)
H (-2.23, 2.20, -3.41)
H (4.30, 0.98, -0.77)
H (3.95, 0.36, -2.43)
H (2.99, -0.58, 1.89)
H (2.28, -1.52, 3.19)
H (5.18, -1.65, 4.79)
H (4.82, -0.20, 5.71)
H (3.58, -1.43, 5.52)
H (2.53, 1.39, 3.26)
H (2.01, 0.39, 4.64)
H (3.30, 1.58, 4.84)
H (4.74, 1.06, 2.20)
H (5.56, 1.20, 3.76)
H (5.85, -0.21, 2.73)

These are the natural (NBO) partial charges, in e, on atoms 1 to 2:
1. C -0.60
2. C -0.22


# 3
DFT (ωB97M-V/def2-TZVPD) results for a 2-piece molecular cluster, C3H5NO2 overall.

As for the frontier orbital gap: 9.57 eV. The calculation puts the energy above the lowest of the compared OMol25 structures with the same formula, charge and spin at 5.041 eV. The calculation puts the LUMO energy at 0.177 eV.

CARTESIAN COORDINATES (ANGSTROEM)
N (-1.55, -0.19, 1.88)
C (-0.65, -0.01, 1.04)
O (0.55, -0.69, 1.11)
C (1.33, -0.44, 0.04)
C (0.69, 0.77, -0.59)
O (-0.64, 0.81, -0.04)
H (-2.35, 0.41, 1.69)
H (0.63, -1.51, -1.08)
H (1.44, -1.46, -0.72)
H (1.23, 1.67, -0.26)
H (0.64, 0.76, -1.68)

These are the natural (NBO) partial charges, in e, on atoms 1 to 2:
1. N -0.70
2. C 0.76


> What is the energy above the lowest of the compared OMol25 structures with the same formula, charge and spin in the first record?

2.368 eV


Please write out number 1 again, unchanged.
DFT (ωB97M-V/def2-TZVPD) results for CH3BrO3P as an isolated structure in a non-equilibrium geometry.

As for the frontier orbital gap: 7.73 eV. Its total charge is -1. The calculation puts the energy above the lowest of the compared OMol25 structures with the same formula, charge and spin at 2.368 eV. The calculation puts the LUMO energy at 3.291 eV.

CARTESIAN COORDINATES (ANGSTROEM)
C (-0.38, 0.70, -0.97)
O (-0.27, 0.60, 2.10)
O (2.00, 0.09, 0.41)
O (-0.16, -1.47, 0.21)
P (0.51, 0.11, 0.51)
Br (-0.09, -2.50, 1.75)
H (-0.23, 1.72, -0.82)
H (0.12, 0.37, -2.02)
H (-1.49, 0.39, -1.17)

These are the natural (NBO) partial charges, in e, on atoms 1 to 2:
1. C -1.02
2. O -1.12